Record 1
DFT (wB97M-V/def2-TZVPD) results for a structure of composition C12H32Li2N2O2.

Geometry (Å):
Li  1.093  -0.824  -0.084
Li  -1.276  -1.358  0.655
O  0.251  -0.613  1.581
H  0.424  0.022  2.277
O  -0.290  -1.754  -0.994
H  -0.733  -2.192  -1.721
C  3.297  2.632  -0.952
C  2.292  1.543  -0.591
N  2.750  0.152  -0.691
C  3.915  -0.133  0.159
C  3.717  0.297  1.588
C  2.995  -0.232  -2.080
C  3.202  -1.722  -2.270
H  2.801  3.603  -0.987
H  3.773  2.464  -1.916
H  4.084  2.719  -0.195
H  1.912  1.722  0.415
H  1.418  1.636  -1.248
H  4.070  -1.212  0.142
H  4.819  0.323  -0.280
H  4.526  -0.084  2.210
H  3.680  1.380  1.703
H  2.779  -0.116  1.973
H  3.868  0.292  -2.505
H  2.121  0.078  -2.661
H  2.375  -2.313  -1.874
H  4.138  -2.063  -1.828
H  3.266  -1.915  -3.344
C  -3.466  -0.341  3.118
C  -3.997  -0.609  1.697
N  -3.077  -0.207  0.634
C  -2.779  1.217  0.720
C  -1.708  1.690  -0.255
C  -3.618  -0.550  -0.689
C  -3.837  -2.053  -0.915
H  -4.022  -0.956  3.823
H  -3.614  0.698  3.409
H  -2.401  -0.566  3.191
H  -4.192  -1.677  1.588
H  -4.978  -0.108  1.575
H  -3.704  1.816  0.590
H  -2.430  1.422  1.732
H  -2.039  1.655  -1.290
H  -1.442  2.717  -0.002
H  -0.818  1.073  -0.135
H  -2.888  -0.220  -1.423
H  -4.579  -0.033  -0.841
H  -2.948  -2.639  -0.677
H  -4.048  -2.207  -1.975
H  -4.683  -2.454  -0.357

Force components x, y, z for each atom (eV/Å):
Li -0.790 -0.499 0.163
Li 0.930 0.385 -0.158
O -0.182 -0.075 -0.471
H -0.119 -0.109 -0.010
O -0.216 0.315 0.705
H 0.253 0.065 -0.049
C 0.223 0.103 0.283
C -0.323 0.273 -0.264
N 0.155 0.111 0.107
C 0.098 -0.020 -0.382
C -0.175 -0.023 0.415
C -0.015 0.031 -0.239
C 0.111 -0.115 -0.255
H -0.062 -0.066 -0.045
H -0.012 -0.013 -0.072
H -0.017 -0.084 -0.122
H 0.018 -0.096 0.056
H 0.109 -0.069 0.031
H 0.040 -0.005 -0.018
H -0.043 -0.005 0.100
H 0.052 0.043 -0.020
H 0.069 0.008 0.012
H 0.046 0.032 -0.018
H -0.070 0.047 0.124
H 0.026 -0.004 0.047
H -0.066 0.071 0.064
H -0.017 -0.045 0.008
H -0.001 -0.079 0.073
C -0.254 0.065 -0.435
C -0.147 0.015 0.403
N 0.021 -0.510 -0.070
C -0.013 0.491 0.048
C -0.045 -0.074 0.279
C -0.093 -0.507 0.162
C -0.060 0.275 -0.010
H 0.063 -0.040 0.056
H 0.037 -0.011 0.010
H 0.016 -0.106 0.002
H 0.078 0.045 0.020
H 0.149 -0.015 -0.031
H 0.075 -0.159 -0.049
H 0.060 -0.056 -0.059
H 0.035 0.079 -0.065
H -0.012 0.046 -0.103
H 0.008 -0.019 -0.058
H -0.111 0.113 -0.091
H 0.097 0.137 -0.137
H 0.047 0.049 0.021
H -0.003 -0.038 0.027
H 0.030 0.043 0.012

## Properties
HOMO: -8.44 eV
DFT total energy: -751.59611 hartree
LUMO level: 0.594 eV


Record 2
DFT (wB97M-V/def2-TZVPD) results for a structure of composition C24H25BN9O4PtS.

Geometry (Å):
Pt  0.104  0.256  0.480
C  2.531  -0.177  3.904
C  1.312  -0.165  3.291
N  1.464  0.112  1.967
N  2.797  0.300  1.746
C  3.452  0.123  2.885
B  3.260  0.765  0.307
N  2.529  2.094  0.033
C  2.974  3.365  0.007
C  1.893  4.211  -0.114
C  0.782  3.368  -0.132
N  1.182  2.105  -0.052
N  2.764  -0.312  -0.710
C  3.493  -1.016  -1.585
C  2.655  -1.870  -2.281
C  1.391  -1.641  -1.760
N  1.476  -0.706  -0.804
N  4.738  0.921  0.177
C  5.421  1.515  -0.844
C  6.739  1.169  -0.728
C  6.780  0.331  0.403
N  5.587  0.171  0.934
H  2.749  -0.372  4.938
H  0.327  -0.324  3.698
H  4.526  0.192  2.901
H  4.024  3.589  0.082
H  1.905  5.284  -0.175
H  -0.266  3.605  -0.191
H  4.559  -0.878  -1.655
H  2.929  -2.564  -3.055
H  0.442  -2.082  -2.016
H  4.921  2.122  -1.582
H  7.557  1.475  -1.355
H  7.633  -0.156  0.847
O  -1.565  -2.880  -1.644
C  -1.625  -2.624  -0.461
O  -1.552  -1.401  0.013
C  -1.854  -3.706  0.550
C  -1.930  -5.023  0.177
C  -2.178  -6.005  1.145
C  -2.360  -5.665  2.488
C  -2.293  -4.349  2.884
C  -2.030  -3.351  1.912
S  -1.945  -1.732  2.347
H  -1.799  -5.282  -0.865
H  -2.236  -7.043  0.848
H  -2.557  -6.438  3.217
H  -2.436  -4.066  3.918
O  -2.692  0.873  1.433
C  -2.593  1.082  0.243
O  -1.482  1.337  -0.387
C  -3.832  1.087  -0.644
N  -3.405  0.860  -2.082
C  -4.089  1.896  -2.934
C  -4.166  3.083  -1.992
C  -4.567  2.442  -0.662
H  -4.474  0.268  -0.329
H  -3.578  -0.096  -2.394
H  -2.385  1.005  -2.080
H  -5.077  1.513  -3.185
H  -3.516  2.051  -3.844
H  -4.884  3.823  -2.335
H  -3.190  3.567  -1.916
H  -5.643  2.274  -0.627
H  -4.298  3.043  0.203

Force components x, y, z for each atom (eV/Å):
Pt 0.027 0.182 -0.204
C 0.131 0.037 -0.057
C -0.197 0.032 -0.097
N 0.064 -0.227 0.297
N -0.067 0.133 -0.303
C -0.055 -0.035 0.188
B 0.006 -0.103 -0.004
N -0.074 0.120 0.028
C 0.052 0.031 0.013
C -0.069 -0.051 0.010
C 0.035 0.092 0.014
N 0.072 -0.049 -0.007
N -0.018 0.015 0.101
C 0.066 -0.064 -0.054
C 0.006 -0.009 0.005
C -0.021 0.053 0.054
N 0.034 -0.049 -0.146
N 0.107 0.001 0.082
C 0.085 0.031 -0.072
C -0.092 0.043 -0.042
C 0.060 -0.018 0.012
N -0.147 -0.063 0.056
H 0.021 -0.003 0.018
H 0.004 -0.006 -0.005
H 0.033 0.004 -0.021
H 0.014 -0.026 0.001
H 0.009 0.014 0.000
H -0.024 -0.015 -0.014
H 0.012 0.026 0.018
H 0.004 -0.010 -0.015
H -0.017 -0.001 -0.001
H -0.002 0.006 -0.008
H 0.003 0.016 -0.018
H 0.011 -0.006 0.009
O 0.016 0.017 -0.024
C -0.012 0.036 -0.329
O 0.036 -0.118 0.574
C -0.045 -0.006 0.073
C 0.025 0.039 -0.020
C -0.006 -0.003 0.035
C 0.003 0.047 0.011
C 0.003 -0.091 -0.016
C 0.058 0.062 -0.027
S -0.088 -0.064 -0.035
H -0.004 -0.004 0.001
H 0.001 -0.005 -0.012
H 0.000 -0.002 0.006
H -0.002 -0.005 0.011
O 0.036 0.028 -0.030
C -0.125 0.145 0.188
O 0.054 -0.160 -0.234
C -0.022 -0.025 0.017
N 0.041 -0.023 0.024
C -0.018 0.027 -0.028
C 0.008 0.000 0.006
C -0.012 0.009 -0.001
H 0.019 0.003 -0.007
H 0.000 0.006 0.011
H -0.032 -0.023 -0.020
H 0.010 0.003 -0.010
H 0.001 -0.004 0.004
H 0.000 0.007 0.000
H -0.004 0.006 -0.014
H 0.000 -0.002 0.001
H -0.011 -0.002 0.008

## Properties
spin multiplicity: 6
HOMO (alpha / beta): -13.87 / -13.87 eV
⟨S²⟩: 8.796
total charge: +2
DFT total energy: -2265.12332 hartree
LUMO level (alpha / beta): -5.066 / -8.811 eV


Record 3
DFT (wB97M-V/def2-TZVPD) results for a cluster of 2 separate species, C4H11IN3 in total.

Geometry (Å):
C  -2.043  -0.897  0.613
C  0.422  -0.257  -1.650
C  -1.231  -1.157  1.590
C  1.332  1.297  1.342
N  0.315  0.423  -0.567
N  0.018  0.163  -2.834
N  0.670  0.129  0.791
I  -0.022  -2.903  1.461
H  -2.683  -0.080  0.586
H  -2.071  -1.431  -0.354
H  0.880  -1.209  -1.755
H  -1.305  -0.607  2.509
H  0.666  2.027  1.603
H  1.759  1.195  2.321
H  2.019  1.814  0.670
H  0.141  1.427  -0.512
H  0.442  -0.253  -3.583
H  -0.666  0.938  -2.895
H  1.356  -0.618  0.663

Force components x, y, z for each atom (eV/Å):
C -3.271 0.403 -6.957
C 1.659 -2.995 -1.447
C 5.478 -2.560 4.963
C 1.284 0.068 -0.178
N -1.155 3.846 4.511
N -2.926 3.237 0.897
N 0.393 -1.026 -1.882
I -1.071 0.816 0.459
H -1.234 1.396 0.512
H 0.206 0.031 0.767
H 0.586 -0.706 1.083
H 0.310 -0.337 0.498
H -2.599 1.908 0.151
H 0.679 -1.162 0.245
H 0.374 -0.563 -0.111
H -0.210 -0.347 -1.241
H 0.656 -0.748 -2.459
H 0.894 -0.910 -0.526
H -0.054 -0.351 0.717

## Properties
spin multiplicity: 3
HOMO (alpha / beta): -8.07 / -13.09 eV
⟨S²⟩: 2.013
total charge: +1
DFT total energy: -620.44463 hartree
LUMO level (alpha / beta): -3.496 / -7.149 eV


Record 4
DFT (wB97M-V/def2-TZVPD) results for a structure of composition C56H65N2O6PSc.

Geometry (Å):
Sc  0.021  -0.788  0.100
O  -4.374  -0.702  0.484
C  -3.111  -1.049  0.449
O  -2.228  -0.347  0.021
C  -2.824  -2.405  1.010
C  -3.790  -3.287  1.444
C  -3.360  -4.486  1.992
C  -2.005  -4.698  2.154
C  -1.120  -3.727  1.713
N  -1.529  -2.636  1.088
C  0.376  -3.745  1.936
O  0.871  -4.582  2.850
O  1.082  -3.022  1.309
H  -4.456  0.188  0.108
H  -4.840  -3.041  1.352
H  -4.075  -5.231  2.316
H  -1.652  -5.616  2.612
H  0.178  -5.021  3.357
C  -2.546  3.971  5.551
C  -1.160  4.146  4.912
C  -0.118  4.400  6.012
C  -1.198  5.364  3.991
C  -0.787  2.882  4.148
C  -0.559  2.865  2.812
C  -0.237  1.642  2.157
N  0.001  1.457  0.842
C  0.222  2.342  -0.101
C  0.573  3.725  0.064
C  0.692  4.514  -1.018
C  0.433  3.935  -2.323
C  0.174  2.629  -2.580
C  0.112  1.750  -1.437
O  -0.069  0.516  -1.519
C  -0.022  2.092  -3.998
C  1.052  1.030  -4.307
C  0.101  3.205  -5.040
C  -1.427  1.481  -4.113
C  1.109  5.973  -0.949
C  -0.008  6.837  -1.554
C  1.357  6.431  0.488
C  2.401  6.163  -1.758
C  -0.231  0.397  2.870
O  -0.017  -0.679  2.194
C  -0.439  0.422  4.288
C  -0.687  1.644  4.854
C  -0.389  -0.860  5.127
C  -1.518  -1.803  4.679
C  0.979  -1.546  4.959
C  -0.587  -0.578  6.618
H  -2.817  4.870  6.114
H  -2.572  3.125  6.243
H  -3.308  3.806  4.783
H  -0.347  5.332  6.536
H  0.885  4.485  5.585
H  -0.103  3.598  6.756
H  -1.451  6.251  4.575
H  -1.954  5.256  3.206
H  -0.225  5.542  3.520
H  -0.689  3.760  2.228
H  0.826  4.086  1.047
H  0.496  4.602  -3.172
H  2.053  1.466  -4.226
H  0.924  0.660  -5.331
H  0.992  0.183  -3.624
H  1.092  3.672  -5.026
H  -0.658  3.983  -4.907
H  -0.042  2.770  -6.031
H  -1.573  0.659  -3.410
H  -1.582  1.092  -5.124
H  -2.187  2.247  -3.925
H  -0.940  6.712  -0.996
H  -0.201  6.589  -2.601
H  0.278  7.891  -1.511
H  0.451  6.344  1.099
H  1.656  7.481  0.487
H  2.159  5.858  0.965
H  2.268  5.895  -2.809
H  3.208  5.550  -1.350
H  2.712  7.209  -1.718
H  -0.846  1.679  5.924
H  -1.420  -2.045  3.620
H  -2.495  -1.335  4.839
H  -1.488  -2.730  5.264
H  1.205  -1.760  3.916
H  0.997  -2.486  5.522
H  1.773  -0.906  5.354
H  -1.567  -0.138  6.826
H  0.188  0.086  7.014
H  -0.524  -1.520  7.167
C  2.283  -5.332  -0.190
C  1.325  -5.753  -1.289
C  1.241  -7.116  -1.573
C  0.395  -7.610  -2.552
C  -0.393  -6.730  -3.277
C  -0.323  -5.369  -3.015
C  0.535  -4.855  -2.035
P  0.634  -3.031  -1.714
C  -0.546  -2.392  -3.008
C  -1.850  -2.365  -2.507
C  -2.952  -2.036  -3.286
C  -2.752  -1.705  -4.614
C  -1.466  -1.720  -5.131
C  -0.350  -2.064  -4.368
C  0.976  -2.120  -5.081
C  2.342  -2.585  -2.166
C  3.104  -3.349  -3.056
C  4.319  -2.893  -3.523
C  4.772  -1.644  -3.104
C  4.067  -0.929  -2.153
C  2.873  -1.411  -1.594
C  2.287  -0.742  -0.396
H  3.213  -5.898  -0.271
H  1.866  -5.551  0.798
H  2.538  -4.278  -0.218
H  1.866  -7.802  -1.008
H  0.355  -8.675  -2.750
H  -1.057  -7.093  -4.054
H  -0.945  -4.703  -3.599
H  -2.005  -2.680  -1.483
H  -3.952  -2.049  -2.865
H  -3.590  -1.434  -5.246
H  -1.317  -1.470  -6.178
H  0.873  -1.719  -6.091
H  1.321  -3.152  -5.166
H  1.751  -1.558  -4.567
H  2.712  -4.289  -3.428
H  4.893  -3.484  -4.226
H  5.708  -1.253  -3.486
H  4.473  0.005  -1.776
H  2.747  0.231  -0.226
H  2.484  -1.367  0.484

Force components x, y, z for each atom (eV/Å):
Sc 0.903 -0.702 0.802
O -0.318 0.113 -0.043
C -0.145 -0.745 0.198
O 0.257 0.653 -0.305
C -0.165 0.337 -0.152
C -0.320 -0.145 0.088
C -0.224 -0.040 0.022
C 0.104 -0.175 0.133
C 0.287 -0.046 0.070
N 0.394 0.110 -0.137
C -0.509 -0.294 0.062
O -0.008 -0.018 0.001
O 0.396 0.458 -0.023
H -0.092 0.101 -0.029
H 0.063 -0.035 0.019
H 0.019 0.032 -0.013
H -0.028 0.050 -0.042
H -0.032 -0.024 0.041
C -0.045 -0.001 0.015
C -0.001 -0.052 0.063
C 0.045 -0.010 0.025
C -0.005 0.088 -0.039
C -0.039 -0.153 0.316
C 0.070 -0.149 -0.386
C 0.043 0.015 0.259
N -0.122 0.011 -0.323
C 0.052 0.012 0.263
C -0.015 -0.159 0.092
C -0.020 0.047 -0.203
C 0.032 0.071 -0.053
C 0.067 0.119 -0.276
C 0.048 0.312 0.084
O -0.264 -0.308 -0.526
C 0.078 -0.120 0.093
C -0.045 0.186 0.050
C 0.037 0.033 -0.048
C -0.055 0.064 0.032
C 0.004 0.030 -0.057
C -0.047 0.048 -0.007
C -0.005 -0.013 0.031
C 0.056 -0.014 -0.024
C 0.091 0.297 -0.085
O 0.006 -0.186 0.085
C 0.021 -0.070 0.084
C -0.033 0.130 0.089
C 0.035 0.027 -0.085
C -0.024 0.000 -0.026
C 0.001 -0.003 0.019
C -0.013 0.008 0.042
H 0.019 -0.071 -0.042
H 0.011 0.077 -0.064
H 0.049 0.010 0.063
H 0.010 -0.058 -0.017
H -0.070 0.005 0.036
H 0.000 0.067 -0.078
H 0.005 -0.023 -0.039
H 0.070 0.020 0.072
H -0.088 -0.005 0.048
H 0.022 -0.028 -0.011
H -0.030 -0.012 0.007
H 0.009 0.022 0.085
H -0.049 -0.037 -0.023
H -0.011 0.077 0.150
H -0.017 0.122 -0.014
H -0.107 -0.053 -0.012
H 0.063 -0.068 -0.006
H 0.000 0.034 0.018
H 0.022 0.051 -0.061
H 0.023 0.058 0.092
H 0.046 -0.072 -0.017
H 0.054 0.015 -0.036
H 0.016 0.026 0.082
H -0.023 -0.049 -0.013
H 0.079 0.006 -0.041
H -0.020 -0.058 0.008
H -0.067 0.054 -0.039
H 0.019 0.028 0.069
H -0.037 0.037 -0.026
H -0.005 -0.030 -0.014
H 0.001 0.029 -0.077
H -0.007 0.037 0.091
H 0.073 -0.048 -0.007
H 0.003 0.072 -0.057
H -0.010 0.008 0.009
H -0.011 0.090 -0.041
H -0.047 -0.042 -0.030
H 0.079 -0.036 -0.004
H -0.073 -0.063 -0.041
H -0.007 0.048 -0.018
C -0.107 -0.112 -0.145
C 0.109 0.126 0.073
C -0.004 -0.039 0.044
C -0.022 0.014 -0.007
C -0.013 0.031 0.001
C 0.032 0.045 0.033
C 0.049 -0.037 0.262
P -0.122 0.251 -0.648
C 0.094 -0.122 -0.201
C -0.001 -0.027 -0.113
C 0.039 -0.008 0.067
C -0.050 0.018 -0.018
C 0.011 -0.041 -0.018
C 0.005 -0.085 0.052
C -0.035 -0.182 0.042
C -0.070 -0.071 0.094
C -0.188 0.051 -0.115
C 0.058 0.038 -0.026
C 0.037 -0.014 0.014
C 0.049 0.036 0.038
C 0.039 0.107 0.099
C -0.957 -0.240 0.069
H -0.020 0.000 -0.035
H 0.076 -0.024 -0.157
H -0.004 0.014 -0.013
H -0.051 0.070 -0.053
H 0.013 0.065 0.012
H 0.059 0.036 0.080
H 0.043 0.029 0.017
H -0.017 0.011 0.066
H 0.068 -0.012 -0.005
H 0.061 -0.033 0.030
H 0.003 -0.013 0.086
H 0.001 -0.041 0.070
H 0.003 0.027 0.010
H 0.057 -0.055 0.023
H -0.027 -0.005 0.041
H -0.025 0.032 0.043
H -0.047 0.000 0.009
H -0.019 -0.072 -0.015
H 0.057 0.077 0.006
H 0.286 0.027 -0.012

## Properties
HOMO (alpha / beta): -9.25 / -9.25 eV
total charge: +1
DFT total energy: -3835.96979 hartree
LUMO level (alpha / beta): -4.069 / -4.073 eV


> Which of these has the highest DFT total energy?

C4H11IN3


> The lowest DFT total energy belongs to which entry?

C56H65N2O6PSc


> Which value of DFT total energy does entry 2 give?

-2265.12332 hartree